Molecular formula: C36H46CrN2O2
Method: DFT, the ωB97M-V functional and the def2-TZVPD basis

The energy is -2703.87850 hartree. Its spin multiplicity is 5. As for the expectation value of S²: 6.141.

CARTESIAN COORDINATES (ANGSTROEM)
Cr  -0.38  -2.13  -0.13
C  3.79  3.79  1.77
C  3.19  3.52  0.39
C  2.08  4.55  0.14
C  4.26  3.72  -0.69
C  2.66  2.09  0.34
C  1.35  1.79  0.10
C  0.93  0.44  0.06
N  -0.32  -0.07  -0.12
C  -1.56  0.50  -0.16
C  -1.89  1.86  -0.31
C  -3.21  2.25  -0.31
C  -4.20  1.25  -0.18
C  -3.94  -0.10  -0.04
C  -2.59  -0.48  -0.03
O  -2.21  -1.75  0.13
C  -5.06  -1.14  0.08
C  -4.95  -1.87  1.42
C  -6.44  -0.50  0.00
C  -4.94  -2.15  -1.08
C  -3.64  3.70  -0.46
C  -2.45  4.65  -0.61
C  -4.53  3.85  -1.71
C  -4.44  4.12  0.78
C  1.87  -0.59  0.31
O  1.39  -1.85  0.32
C  3.22  -0.31  0.55
C  3.57  1.03  0.54
C  4.24  -1.42  0.77
C  5.66  -0.87  0.95
C  4.25  -2.34  -0.46
C  3.89  -2.23  2.02
H  4.16  4.82  1.83
H  4.63  3.13  1.98
H  3.05  3.65  2.56
H  2.49  5.55  0.19
H  1.29  4.48  0.90
H  1.62  4.42  -0.84
H  4.65  4.74  -0.66
H  3.85  3.54  -1.68
H  5.11  3.04  -0.54
H  0.64  2.58  -0.05
H  -1.12  2.60  -0.45
H  -5.23  1.57  -0.19
H  -5.07  -1.16  2.25
H  -3.99  -2.37  1.53
H  -5.74  -2.62  1.50
H  -6.61  0.21  0.81
H  -7.20  -1.29  0.09
H  -6.61  0.01  -0.95
H  -3.98  -2.66  -1.06
H  -5.05  -1.64  -2.04
H  -5.73  -2.90  -0.99
H  -1.86  4.41  -1.50
H  -1.80  4.62  0.26
H  -2.81  5.67  -0.72
H  -3.99  3.55  -2.61
H  -4.85  4.89  -1.82
H  -5.43  3.24  -1.64
H  -3.82  4.04  1.68
H  -5.32  3.50  0.92
H  -4.76  5.16  0.69
H  4.61  1.28  0.72
H  6.00  -0.31  0.08
H  6.35  -1.71  1.09
H  5.74  -0.23  1.83
H  4.53  -1.79  -1.36
H  3.27  -2.79  -0.62
H  4.97  -3.15  -0.32
H  3.90  -1.59  2.91
H  4.63  -3.02  2.17
H  2.91  -2.70  1.94
C  -0.91  -3.93  -1.04
C  0.40  -4.61  -0.94
C  0.81  -5.21  0.26
C  2.09  -5.71  0.41
C  2.99  -5.64  -0.64
C  2.60  -5.07  -1.85
C  1.33  -4.56  -1.99
C  4.34  -6.13  -0.47
N  5.42  -6.51  -0.34
H  -1.69  -4.38  -0.43
H  -1.25  -3.77  -2.06
H  0.11  -5.27  1.08
H  2.39  -6.16  1.35
H  3.31  -5.01  -2.67
H  1.04  -4.10  -2.93

Molecular formula: C2H7N3O2
Method: DFT, the ωB97M-V functional and the def2-TZVPD basis

The energy is -394.95669 hartree. Its SMILES is CNN(C)[N+](=O)[O-]. The calculation puts the relative energy (zero: lowest compared OMol25 entry of this formula, charge and spin) at 651.9 kJ/mol.

CARTESIAN COORDINATES (ANGSTROEM)
C  -1.59  -0.32  -0.27
N  -0.48  -0.05  0.66
N  0.65  -0.71  0.38
C  1.84  0.31  0.19
N  1.00  -2.01  0.67
O  2.14  -2.32  0.47
O  0.11  -2.68  1.09
H  -1.56  0.51  -0.98
H  -1.49  -1.40  -0.50
H  -2.57  -0.18  0.15
H  -0.75  -0.19  1.63
H  2.01  0.59  -0.96
H  1.66  1.19  0.66
H  2.83  0.00  0.56